## P
{
  "formula": "CFNO3",
  "method": "the ωB97M-V functional and the def2-TZVPD basis",
  "homo_lumo_gap_ev": 11.4,
  "smiles": "O=C=O.O=NF",
  "elements": ["O", "C", "O", "O", "N", "F"],
  "coordinates": [[0.49904, 0.67979, 0.95373], [1.54914, 0.53732, 0.46021], [2.59546, 0.47034, -0.03421], [-2.11564, 0.24000, -0.12995], [-1.83783, -0.87498, -0.17454], [-0.69017, -1.05247, -1.07525]]
}

***

## Q
{
  "formula": "CFNO3",
  "method": "the ωB97M-V functional and the def2-TZVPD basis",
  "homo_lumo_gap_ev": 11.0,
  "smiles": "O=C(F)[N+](=O)[O-]",
  "elements": ["O", "C", "F", "N", "O", "O"],
  "coordinates": [[0.25251, 1.77372, -0.25649], [0.04094, 0.65639, -0.23570], [-0.85351, 0.02288, -1.42403], [0.17297, -0.54000, 0.45934], [0.89370, -1.36879, -0.03580], [-0.50661, -0.54420, 1.49268]]
}

***

Energy ordering: P at the bottom, the next structure 2.695 eV above.

***

## P
{
  "formula": "C3H4N4O2S",
  "method": "the ωB97M-V functional and the def2-TZVPD basis",
  "homo_lumo_gap_ev": 8.9,
  "elements": ["C", "C", "C", "H", "H", "H", "H", "N", "N", "N", "N", "O", "O", "S"],
  "coordinates": [[-1.70817, -0.06948, -0.38193], [-0.66601, 0.36323, 0.78228], [1.54876, 0.37113, -0.05598], [-3.51757, 0.52084, -0.50638], [-0.64174, 1.55314, 0.60328], [-1.37137, 0.27334, 1.93475], [3.06437, -0.38863, -1.13879], [0.58014, -0.35041, 0.57438], [0.92885, -1.64518, 0.56810], [1.91730, -1.88057, -0.27865], [2.35005, -0.65042, -0.48328], [-2.66119, 0.78459, -0.01600], [-1.58954, -0.89582, -1.26249], [1.76613, 2.01422, -0.33927]]
}

***

## Q
{
  "formula": "C3H4N4O2S",
  "method": "the ωB97M-V functional and the def2-TZVPD basis",
  "homo_lumo_gap_ev": 7.8,
  "smiles": "Nc1nnc(S)[nH]1.O=C=O",
  "elements": ["N", "C", "N", "N", "C", "S", "N", "H", "H", "H", "H", "O", "C", "O"],
  "coordinates": [[-0.84210, -1.63514, -0.27234], [-0.67217, -0.30549, 0.07353], [-1.08874, 0.27645, 1.18685], [-0.64083, 1.50452, 1.31511], [0.30887, 1.69168, 0.01775], [1.24484, 3.06360, -0.51879], [0.23065, 0.47003, -0.61299], [-0.61782, -1.89605, -1.24056], [-0.93512, -2.57584, 0.24225], [0.91743, 3.81070, 0.52623], [0.78136, 0.13836, -1.37870], [-2.96372, 3.58703, 0.67365], [-3.62983, 2.80489, 1.12817], [-4.25639, 2.03619, 1.64716]]
}

***

Energy ordering: Q at the bottom, the next structure 1.588 eV above.

***

## P
{
  "formula": "C4H3N3",
  "method": "the ωB97M-V functional and the def2-TZVPD basis",
  "homo_lumo_gap_ev": [8.3, 8.3],
  "elements": ["C", "C", "C", "C", "N", "N", "N", "H", "H", "H"],
  "coordinates": [[-0.27591, -1.48766, -1.78340], [0.23116, -0.68958, -0.79528], [1.18419, -0.22882, -0.05496], [-1.14835, 1.03278, 0.87370], [-0.68752, -2.21127, -2.58489], [-1.44769, 0.06068, 0.11672], [1.91999, 0.56425, 0.52427], [-0.28610, 1.40311, 1.33795], [-2.06889, 1.50746, 1.26607], [2.57910, 0.04904, 1.09983]]
}

***

## Q
{
  "formula": "C4H3N3",
  "method": "the ωB97M-V functional and the def2-TZVPD basis",
  "homo_lumo_gap_ev": 10.1,
  "elements": ["N", "C", "C", "N", "C", "C", "N", "H", "H", "H"],
  "coordinates": [[-0.52529, 2.01941, 1.73820], [-0.37822, 0.96216, 1.28365], [-1.44267, 1.25921, -1.04862], [-0.54901, 0.60210, -1.46426], [0.40545, -0.38448, -1.31266], [0.55357, -0.85811, -0.07289], [-0.18268, -0.35292, 1.01366], [0.95966, -0.72073, -2.18116], [1.22429, -1.67604, 0.16369], [-0.06511, -0.85059, 1.88038]]
}

***

## R
{
  "formula": "C4H3N3",
  "method": "the ωB97M-V functional and the def2-TZVPD basis",
  "homo_lumo_gap_ev": [9.5, 9.5],
  "smiles": "[H]/N=C(\\C#N)N1C=C1",
  "elements": ["H", "N", "C", "C", "N", "N", "C", "C", "H", "H"],
  "coordinates": [[1.33679, 1.74799, -0.80815], [0.48900, 1.30406, -0.47681], [0.67933, 0.15146, 0.03468], [2.01521, -0.42865, 0.16522], [3.11829, -0.77983, 0.20891], [-0.40179, -0.44920, 0.69585], [-1.57916, -1.02550, 0.03520], [-1.68177, 0.23287, 0.16979], [-1.98642, -2.01428, -0.07269], [-1.98948, 1.26107, 0.04798]]
}

***

Energy ordering: Q at the bottom, the next structure 1.846 eV above.

***

## P
{
  "formula": "C4H3N3",
  "method": "the ωB97M-V functional and the def2-TZVPD basis",
  "homo_lumo_gap_ev": 7.6,
  "elements": ["C", "C", "C", "C", "N", "N", "N", "H", "H", "H"],
  "coordinates": [[0.94918, 1.57373, 0.00937], [0.91585, -1.59459, -0.00733], [-0.40325, 1.27056, 0.03262], [-0.43506, -1.27797, -0.03714], [2.05416, 1.90042, -0.03090], [2.02404, -1.90516, 0.03186], [-0.90393, 0.00198, -0.00012], [-1.11492, 2.07449, 0.07134], [-1.16418, -2.06534, -0.06611], [-1.92189, 0.02188, -0.00359]]
}

***

## Q
{
  "formula": "C4H3N3",
  "method": "the ωB97M-V functional and the def2-TZVPD basis",
  "homo_lumo_gap_ev": 9.7,
  "smiles": "C#Cc1cnn[nH]1",
  "elements": ["C", "C", "C", "C", "N", "N", "N", "H", "H", "H"],
  "coordinates": [[2.20743, 0.40790, -0.35373], [1.33838, -0.42152, -0.17107], [-0.04918, -0.40451, 0.11280], [-0.51721, 0.88646, 0.11950], [-1.87579, 0.82300, 0.24082], [-2.23910, -0.42995, 0.27795], [-1.13280, -1.19407, 0.17657], [3.08932, 0.99527, -0.37908], [0.39559, 1.53912, -0.18002], [-1.21664, -2.20169, 0.15626]]
}

***

Energy ordering: P at the bottom, the next structure 1.918 eV above.